1.
The following is a DFT calculation (wB97M-V/def2-TZVPD) of a 2-piece molecular cluster, C4H12IN2P overall in a non-equilibrium geometry.

## Properties
Kohn-Sham gap (spin up / spin down)	6.16 / 6.16	eV
ΔE to the lowest compared entry with this formula, charge and spin	0.694	eV
LUMO level (spin up / spin down)	-1.3695 / -1.3687	eV

Element x y z (Å)
C 2.11958 -0.12773 -1.82702
C 1.18175 -1.28908 -0.01012
C -1.89867 1.50017 1.25681
C -1.68082 -0.55008 -0.15387
N 1.07876 -0.07956 -0.83491
N -1.17820 0.74624 0.20364
P 0.33674 1.33369 -0.23466
I 1.16146 0.82329 3.28026
H 2.20900 -1.14364 -2.41998
H 1.94343 0.69610 -2.53933
H 3.05858 0.13937 -1.36997
H 0.81576 -2.12594 -0.64178
H 2.20123 -1.47835 0.41598
H 0.47160 -0.95244 0.79864
H -1.34463 2.45288 1.41929
H -2.92783 1.60234 0.90649
H -1.78088 0.92245 2.28966
H -1.08951 -1.01459 -0.73543
H -2.03877 -1.06644 0.81344
H -2.63857 -0.38869 -0.61712

2.
The following is a DFT calculation (wB97M-V/def2-TZVPD) of a 2-piece molecular cluster, C6H15NO overall in a non-equilibrium geometry.

## Properties
SMILES	C[C@H]1CCCN1C.O
Kohn-Sham gap	9.06	eV
ΔE to the lowest compared entry with this formula, charge and spin	2.424	eV
LUMO level	0.7223	eV

Element x y z (Å)
C 1.34167 1.04328 0.62413
C 0.30195 0.22817 -0.09956
C 0.35600 -1.09263 0.59881
C -0.87156 -1.14108 1.52810
C -1.83182 -0.36653 0.50513
N -1.06361 0.84453 0.23077
C -1.55304 1.77275 -0.78372
H 1.23389 1.03598 1.71982
H 1.24439 2.11820 0.36646
H 2.35166 0.71872 0.33895
H 0.51555 0.24201 -1.19750
H 1.18900 -1.45042 1.15807
H 0.30118 -1.76246 -0.32401
H -1.24902 -2.14570 1.72293
H -0.79878 -0.70630 2.53278
H -2.81514 -0.17442 0.95522
H -1.76514 -1.02922 -0.40283
H -1.63315 1.25851 -1.77295
H -1.03093 2.77124 -0.84092
H -2.60531 2.07692 -0.61000
O 3.00394 -1.11334 -2.08863
H 2.15166 -1.19510 -2.59219
H 3.22662 -1.93313 -1.56885

3.
The following is a DFT calculation (wB97M-V/def2-TZVPD) of an isolated ion of composition C5H12NO and charge -1 in a non-equilibrium geometry.

## Properties
SMILES	C[C@H](C[O-])N(C)C
Kohn-Sham gap	6.21	eV
ΔE to the lowest compared entry with this formula, charge and spin	1.139	eV
total charge	-1
LUMO level	3.9109	eV

Element x y z (Å)
C -1.30422 0.93435 -0.65247
C 0.09347 0.82841 -0.07690
C 1.16041 1.05397 -1.20774
O 0.81583 2.05192 -2.03112
N 0.31818 -0.40201 0.76495
C 0.81529 -1.60982 0.12614
C -0.75646 -0.68282 1.65684
H -1.18105 1.70050 -1.42555
H -1.64241 0.00780 -1.12300
H -1.98298 1.33379 0.09736
H 0.37037 1.59396 0.64665
H 2.13992 1.20849 -0.67090
H 1.36921 0.06723 -1.72043
H 0.05326 -2.13839 -0.46843
H 1.24842 -2.24067 0.89670
H 1.58900 -1.34351 -0.58753
H -1.73339 -0.80185 1.15947
H -0.57962 -1.63633 2.17020
H -0.79323 0.07499 2.44576

4.
The following is a DFT calculation (wB97M-V/def2-TZVPD) of C5H4N2 in the gas phase in a non-equilibrium geometry.

## Properties
SMILES	C#CC1=NN=CC1
Kohn-Sham gap	8.33	eV
ΔE to the lowest compared entry with this formula, charge and spin	7.117	eV
LUMO level	-0.8910	eV

Element x y z (Å)
C 2.76325 -0.39893 -0.28979
C 1.55821 -0.24764 0.49513
C 0.28100 -0.35897 0.30560
N -0.26441 -1.43593 0.17159
N -1.60838 -1.25638 -0.07684
C -1.81346 0.03616 -0.00781
C -0.64587 0.81584 0.06485
H 3.93148 -0.25020 -0.42994
H -2.98164 0.28088 -0.44586
H -0.76459 1.37840 0.97054
H -0.45560 1.43676 -0.75746